Entry 1:
# C47H51F6NO3P

A cluster of 7 separate species, C47H51F6NO3P in total in a non-equilibrium geometry (ωB97M-V with the def2-TZVPD basis set, the OMol25 dataset).

Calculated values
Kohn-Sham gap   0.275 Eh
ΔE to the lowest compared entry with this formula, charge and spin   394.9 kJ/mol
HOMO energy   -10.576 eV
Lowest unoccupied orbital energy   -3.1 eV
Total charge   +1
E_tot   -82776.943 eV

Last column: Löwdin charge in e.
Element x y z (Å)
C: -1.00 -3.09 -2.65  0.083
C: -0.22 -2.08 -2.33  -0.105
C: 0.95 -1.05 -1.87  -0.186
C: 0.34 0.44 -1.71  -0.190
C: 0.31 0.83 -0.14  -0.127
C: 1.63 1.61 0.38  -0.198
N: 2.93 1.25 -0.33  0.057
C: 3.99 1.32 0.77  -0.096
C: 3.17 0.53 1.96  -0.385
P: 4.12 0.11 3.55  0.901
C: 4.07 -1.82 3.61  -0.273
O: 3.32 0.66 4.97  -0.364
C: 1.89 1.53 2.01  -0.191
C: 0.63 1.19 2.96  -0.105
O: -0.20 2.39 3.19  -0.200
O: -0.03 2.71 4.51  -0.081
H: -1.44 -4.15 -2.84  0.078
H: 1.39 -1.47 -0.87  0.082
H: 1.78 -1.03 -2.67  0.120
H: 0.82 1.24 -2.38  0.118
H: -0.77 0.37 -2.05  0.105
H: -0.64 1.43 0.09  0.144
H: 0.23 -0.18 0.44  0.123
H: 1.46 2.73 0.13  0.172
H: 3.01 0.23 -0.59  0.165
H: 3.21 1.87 -1.11  0.193
H: 5.05 0.92 0.51  0.155
H: 3.96 2.43 1.09  0.150
H: 2.77 -0.45 1.52  0.112
H: 3.00 -2.12 3.90  0.062
H: 4.23 -2.15 2.50  0.037
H: 4.88 -2.24 4.31  0.050
H: 3.96 0.48 5.71  0.061
H: 2.15 2.62 2.30  0.154
H: 0.94 0.83 4.01  0.139
H: -0.09 0.39 2.54  0.134
H: 0.92 3.00 4.58  0.137
F: 4.67 -4.46 1.54  0.050
C: 3.50 -4.86 1.02  -0.288
C: 2.73 -3.96 0.29  -0.035
C: 1.52 -4.38 -0.26  -0.078
C: 1.08 -5.68 -0.06  -0.080
C: 1.85 -6.58 0.68  -0.061
C: 3.07 -6.17 1.22  -0.001
H: 3.09 -2.95 0.15  0.085
H: 0.92 -3.68 -0.84  0.051
H: 0.13 -6.00 -0.48  0.104
H: 1.50 -7.59 0.84  0.114
H: 3.68 -6.85 1.79  0.105
F: -1.33 1.72 -3.86  0.034
C: -2.50 1.33 -4.38  -0.284
C: -3.26 2.23 -5.11  -0.009
C: -4.47 1.83 -5.66  -0.065
C: -4.92 0.52 -5.46  -0.083
C: -4.16 -0.38 -4.73  -0.076
C: -2.94 0.02 -4.19  -0.022
H: -2.90 3.25 -5.25  0.117
H: -5.07 2.53 -6.24  0.089
H: -5.87 0.21 -5.89  0.106
H: -4.51 -1.39 -4.57  0.107
H: -2.33 -0.67 -3.62  0.075
F: -5.49 4.27 -7.57  0.044
C: -5.09 4.00 -8.83  -0.294
C: -3.81 4.35 -9.22  -0.020
C: -3.39 4.07 -10.52  -0.081
C: -4.26 3.45 -11.41  -0.094
C: -5.55 3.10 -11.00  -0.079
C: -5.96 3.37 -9.70  -0.017
H: -3.14 4.85 -8.52  0.114
H: -2.39 4.34 -10.84  0.105
H: -3.94 3.23 -12.43  0.103
H: -6.23 2.62 -11.70  0.107
H: -6.96 3.10 -9.37  0.117
F: 5.13 -8.25 3.33  0.056
C: 6.07 -7.46 3.88  -0.288
C: 5.70 -6.22 4.38  -0.028
C: 6.67 -5.41 4.96  -0.088
C: 8.00 -5.84 5.02  -0.095
C: 8.35 -7.08 4.50  -0.076
C: 7.38 -7.90 3.93  -0.011
H: 4.67 -5.90 4.32  0.111
H: 6.39 -4.44 5.36  0.094
H: 8.75 -5.20 5.46  0.102
H: 9.39 -7.41 4.54  0.108
H: 7.64 -8.88 3.54  0.119
F: -1.29 7.19 -0.74  0.060
C: -2.02 6.41 0.06  -0.293
C: -1.38 5.59 0.98  -0.027
C: -2.14 4.78 1.82  -0.082
C: -3.53 4.80 1.73  -0.088
C: -4.16 5.63 0.81  -0.075
C: -3.40 6.44 -0.03  -0.014
H: -0.29 5.58 1.02  0.106
H: -1.64 4.14 2.54  0.081
H: -4.12 4.17 2.39  0.105
H: -5.24 5.64 0.74  0.109
H: -3.88 7.10 -0.74  0.119
F: -4.95 -1.18 4.35  0.062
C: -4.36 -0.24 5.10  -0.290
C: -5.02 0.26 6.21  -0.015
C: -4.40 1.23 7.00  -0.077
C: -3.13 1.69 6.66  -0.087
C: -2.47 1.18 5.54  -0.077
C: -3.09 0.20 4.76  -0.017
H: -6.01 -0.10 6.45  0.118
H: -4.91 1.62 7.87  0.107
H: -2.65 2.45 7.27  0.103
H: -1.49 1.54 5.28  0.070
H: -2.59 -0.21 3.89  0.105



Entry 2:
# C5H35N2O12

A cluster of 12 separate species, C5H35N2O12 in total in a non-equilibrium geometry (ωB97M-V with the def2-TZVPD basis set, the OMol25 dataset).

Calculated values
Kohn-Sham gap   0.336 Eh
ΔE to the lowest compared entry with this formula, charge and spin   279.2 kJ/mol
HOMO energy   -11.645 eV
Lowest unoccupied orbital energy   -2.5 eV
Total charge   +1
E_tot   -33297.672 eV

Last column: natural (NBO) charge in e.
Element x y z (Å)
N: -1.79 -1.46 0.63  -0.719
C: -0.99 -0.21 0.27  -0.229
C: 0.43 -0.25 0.94  -0.254
N: 1.46 -0.73 0.03  -0.670
C: 3.74 -1.47 -0.24  -0.620
C: 2.60 -1.31 0.79  -0.154
C: 2.21 -2.64 1.43  0.466
O: 1.20 -2.81 2.06  -0.566
H: -2.67 -1.25 1.13  0.471
H: -1.31 -2.04 1.33  0.464
H: -1.96 -1.97 -0.24  0.452
H: -1.52 0.63 0.69  0.245
H: -0.79 -0.33 -0.79  0.219
H: 0.29 -0.77 1.89  0.210
H: 0.53 0.76 1.32  0.194
H: 1.03 -1.23 -0.73  0.398
H: 3.84 -0.43 -0.57  0.244
H: 4.64 -1.80 0.26  0.220
H: 3.43 -2.12 -1.05  0.218
H: 2.88 -0.66 1.62  0.228
H: 3.00 -3.42 1.36  0.123
H: -4.67 0.70 1.20  0.493
H: -3.30 1.37 1.20  0.499
O: -3.73 0.50 1.16  -0.983
H: -2.12 2.20 -1.19  0.492
H: -3.35 3.20 -1.03  0.489
O: -2.99 2.34 -0.80  -0.977
H: -0.12 2.39 2.32  0.506
H: -1.19 3.09 3.15  0.498
O: -1.08 2.57 2.35  -0.983
H: 0.41 2.59 -1.29  0.510
H: 0.25 2.59 -2.79  0.480
O: 0.28 1.98 -2.04  -0.996
H: 0.33 -3.53 -2.41  0.476
H: 1.62 -3.05 -2.99  0.478
O: 1.22 -3.26 -2.13  -0.949
H: 2.16 1.84 1.17  0.502
H: 1.71 3.25 1.45  0.469
O: 1.93 2.43 1.92  -0.965
H: -1.01 3.25 0.74  0.508
H: -0.49 4.57 0.25  0.482
O: -0.61 3.67 -0.06  -1.008
H: 2.28 1.20 -1.06  0.514
H: 2.94 2.68 -0.88  0.484
O: 2.95 1.75 -0.65  -0.985
H: -0.92 -0.17 -4.73  0.484
H: -0.73 0.50 -3.40  0.492
O: -1.11 -0.30 -3.79  -0.973
H: -2.81 -1.13 -2.31  0.480
H: -1.90 -2.01 -3.24  0.499
O: -2.55 -2.03 -2.54  -0.972
H: -1.36 -2.79 4.05  0.485
H: -0.79 -3.77 3.05  0.493
O: -1.53 -3.15 3.18  -0.964



Entry 3:
# C5H6O2S

The molecule C5H6O2S in a non-equilibrium geometry (ωB97M-V with the def2-TZVPD basis set, the OMol25 dataset).

Calculated values
Kohn-Sham gap   0.334 Eh
ΔE to the lowest compared entry with this formula, charge and spin   372.5 kJ/mol
HOMO energy   -9.260 eV
Lowest unoccupied orbital energy   -0.2 eV
E_tot   -20208.346 eV

Last column: natural (NBO) charge in e.
Element x y z (Å)
C: 1.74 -1.36 -0.01  -0.162
C: -1.05 -0.28 -0.09  0.600
C: 0.17 -1.34 0.25  -0.148
C: -0.50 1.09 -0.45  -0.546
C: 0.83 1.46 0.12  -0.555
O: -0.34 -2.62 0.01  -0.703
O: -2.23 -0.61 -0.02  -0.533
S: 2.25 0.24 -0.01  0.379
H: 0.22 -1.15 1.38  0.203
H: -0.40 1.30 -1.62  0.259
H: -1.30 1.84 -0.20  0.254
H: 1.06 2.34 -0.45  0.243
H: 0.89 1.53 1.18  0.226
H: -1.35 -2.43 -0.08  0.484